The following is a quantum chemistry calculation of C8H10 in the gas phase, from the OMol25 dataset.

Geometry as XYZ:
```
18
C8H10 ωB97M-V with the def2-TZVPD basis set
C -0.272 0.666 -0.435
H 0.319 1.561 0.071
H -0.878 -1.843 0.937
H 4.350 1.959 0.041
C -1.756 1.033 -0.407
C 1.850 -0.672 0.308
H -1.127 -1.916 -0.839
C 3.534 1.304 0.191
H -2.504 0.119 1.213
H 0.220 -2.691 0.036
C -2.767 0.689 0.407
H -1.992 1.692 -1.161
H -3.851 0.905 0.386
C 0.527 -0.594 -0.035
H -0.168 0.888 -1.532
C -0.331 -1.811 -0.032
H 2.086 -1.667 0.564
C 2.760 0.379 0.287
```

Output
- Total charge: 0
- E: -8453.8491 eV
- Multiplicity: 1
- SMILES string: C#C/C=C(/C)CC=C
- Orbital gap: 9.533 eV
- HOMO level: -8.60 eV
- Energy relative to the best compared isomer or geometry (same formula, charge and spin): 101.9 kcal/mol

=====

The following is a quantum chemistry calculation of 2 unconnected molecules or ions with the total composition C8H10, from the OMol25 dataset.

Geometry as XYZ:
```
18
C8H10 ωB97M-V with the def2-TZVPD basis set
H -0.208 1.481 -2.830
H -0.549 -0.677 -0.983
H -1.161 0.082 -2.190
C 1.045 -0.233 1.893
H 1.623 0.168 -3.645
C -1.224 0.396 2.174
H 1.286 -1.192 -2.411
C -0.240 0.363 -2.578
H -2.078 0.693 2.742
C -1.445 0.147 0.814
H 1.586 -0.981 -0.026
C 0.051 0.233 2.756
H 2.073 -0.207 2.345
H -2.401 0.246 0.370
H 0.280 0.622 3.758
C 0.988 -0.213 -2.788
C -0.445 -0.371 0.038
C 0.820 -0.557 0.562
```

Output
- Total charge: 0
- E: -8455.5221 eV
- Multiplicity: 1
- SMILES string: c1ccccc1.C=C
- Orbital gap: 10.035 eV
- HOMO level: -9.00 eV
- Energy relative to the best compared isomer or geometry (same formula, charge and spin): 63.4 kcal/mol

=====

The following is a quantum chemistry calculation of C8H10 in the gas phase, from the OMol25 dataset.

Geometry as XYZ:
```
18
C8H10 ωB97M-V with the def2-TZVPD basis set
H -0.916 -1.697 -1.074
H 2.586 -1.065 0.616
H 0.103 -2.351 0.707
H 1.470 2.994 2.591
H -0.816 0.483 -2.760
C -1.745 0.601 -0.747
H 1.082 -2.160 -1.033
H 1.858 0.128 1.419
C 0.780 2.486 1.792
C -1.880 0.692 -2.262
H -2.389 0.924 -0.034
C 0.139 1.685 0.960
C 0.073 -1.729 -0.458
C 0.441 -0.424 0.082
H -2.984 0.691 -2.534
C 1.584 -0.720 0.988
H 0.987 -1.232 1.824
C -0.374 0.695 -0.077
```

Output
- Total charge: 0
- E: -8449.8701 eV
- Multiplicity: 1
- SMILES string: C#CC(C=C)=C(C)C
- Orbital gap: 8.701 eV
- HOMO level: -8.25 eV
- Energy relative to the best compared isomer or geometry (same formula, charge and spin): 193.7 kcal/mol